Formula: C16H26N6O3PtS
Source: the Open Molecules 2025 dataset
Level of theory: ωB97M-V with the def2-TZVPD basis set

Last column: natural (NBO) charge in e.
Atoms and positions in Å:
1 Pt -0.113 0.811 -0.303  1.425
2 C -3.093 -1.273 3.668  -0.426
3 N -2.916 -0.320 2.554  -0.277
4 C -4.045 0.615 2.361  -0.430
5 C -1.859 -0.284 1.813  0.638
6 O -1.732 0.602 0.878  -0.663
7 C -0.726 -1.280 1.980  -0.164
8 O 0.238 -1.071 0.926  -0.556
9 C 0.423 -2.175 0.017  -0.162
10 C -0.334 -1.882 -1.270  0.635
11 O -0.736 -0.667 -1.523  -0.651
12 N -0.566 -2.832 -2.117  -0.277
13 C -1.343 -2.626 -3.354  -0.430
14 C -0.083 -4.214 -1.883  -0.437
15 H -3.906 -1.955 3.423  0.261
16 H -2.186 -1.834 3.872  0.218
17 H -3.363 -0.706 4.557  0.266
18 H -4.966 0.042 2.443  0.261
19 H -4.020 1.365 3.151  0.253
20 H -3.985 1.089 1.388  0.239
21 H -0.215 -1.157 2.935  0.264
22 H -1.121 -2.295 1.930  0.256
23 H 1.492 -2.288 -0.174  0.265
24 H 0.069 -3.097 0.476  0.258
25 H -1.814 -1.650 -3.349  0.237
26 H -0.676 -2.730 -4.209  0.252
27 H -2.104 -3.404 -3.401  0.263
28 H 0.947 -4.216 -1.534  0.231
29 H -0.735 -4.727 -1.175  0.247
30 H -0.122 -4.743 -2.831  0.276
31 C 3.743 2.211 -1.673  -0.711
32 C 2.540 1.749 -0.945  0.400
33 N 1.389 1.487 -1.477  -0.277
34 N 1.069 1.833 -2.777  -0.412
35 C -0.186 2.272 -2.986  0.336
36 N -0.549 2.792 -4.125  -0.674
37 S -1.335 2.144 -1.680  0.345
38 C 2.472 1.751 0.530  0.090
39 C 3.559 1.942 1.355  -0.135
40 C 3.358 2.070 2.733  -0.066
41 C 2.072 2.021 3.235  -0.174
42 C 1.010 1.813 2.359  0.095
43 N 1.206 1.669 1.051  -0.449
44 H 3.732 2.000 -2.739  0.258
45 H 3.863 3.291 -1.526  0.314
46 H 4.632 1.733 -1.258  0.301
47 H 1.802 1.885 -3.477  0.454
48 H 0.092 2.930 -4.901  0.460
49 H -1.499 3.117 -4.280  0.469
50 H 4.558 2.010 0.944  0.277
51 H 4.204 2.222 3.392  0.293
52 H 1.872 2.155 4.290  0.292
53 H -0.016 1.805 2.705  0.244

Results
Net charge: +4
Max |F|, eV Å⁻¹: 1.41
HOMO-LUMO gap, hartree: 0.26373